Formula: C36H39As2Br2KN3O3
Source: the Open Molecules 2025 dataset
Level of theory: wB97M-V/def2-TZVPD

The geometry in XYZ format:
```
86
Properties=species:S:1:pos:R:3:lowdin_charge:R:1
K 0.90 -0.10 -1.80 0.66
Br 3.21 -0.68 5.09 0.73
C 2.63 -0.29 3.34 -0.68
C 1.28 -0.26 3.05 -0.10
C 0.95 0.07 1.75 -0.12
N 1.84 0.29 0.78 0.07
C 3.15 0.19 1.06 -0.20
C 3.58 -0.05 2.36 -0.06
C 4.08 0.20 -0.14 -0.32
C 5.41 -0.17 0.01 -0.14
C 6.13 -0.26 -1.21 -0.73
Br 8.02 -0.51 -1.07 0.67
C 5.56 -0.16 -2.43 -0.10
C 4.07 -0.05 -2.48 -0.40
N 3.48 0.46 -1.29 -0.03
H 0.52 -0.48 3.79 0.10
H -0.09 0.11 1.44 0.09
H 4.64 -0.10 2.60 0.10
H 5.87 -0.38 0.96 0.07
H 6.15 -0.19 -3.34 0.09
H 3.75 0.53 -3.35 0.12
C 2.93 3.74 0.03 -0.30
As 1.77 2.95 -1.34 1.11
C 2.86 3.47 -2.89 -0.30
C 0.42 4.41 -1.48 -0.41
C 0.74 5.76 -1.50 -0.12
C -0.24 6.73 -1.64 -0.10
C -1.57 6.35 -1.77 -0.10
C -1.91 5.00 -1.75 -0.12
C -0.93 4.02 -1.60 -0.41
As -1.32 2.07 -1.48 1.13
C -3.17 2.06 -2.14 -0.31
C -1.77 2.13 0.44 -0.28
H 3.28 4.73 -0.27 0.01
H 3.78 3.08 0.16 0.01
H 2.38 3.82 0.97 0.02
H 2.97 4.56 -2.93 0.01
H 2.38 3.12 -3.81 0.02
H 3.83 3.00 -2.79 0.02
H 1.78 6.07 -1.40 0.09
H 0.03 7.78 -1.65 0.09
H -2.35 7.10 -1.89 0.09
H -2.95 4.72 -1.85 0.08
H -3.81 2.75 -1.58 0.01
H -3.54 1.05 -2.01 0.01
H -3.18 2.31 -3.20 0.03
H -2.52 2.90 0.61 0.02
H -0.88 2.38 1.02 0.02
H -2.14 1.15 0.74 0.00
C -3.64 -2.41 4.76 -0.06
C -2.67 -3.17 3.88 -0.23
C -1.84 -4.13 4.46 -0.07
C -0.91 -4.82 3.69 -0.09
C -0.84 -4.58 2.32 -0.03
C -1.67 -3.63 1.73 -0.21
N -1.53 -3.39 0.33 0.09
C -2.63 -3.28 -0.52 -0.22
C -3.71 -4.14 -0.34 -0.04
C -4.84 -4.05 -1.16 -0.10
C -4.88 -3.11 -2.19 -0.10
C -3.79 -2.28 -2.38 -0.04
C -2.66 -2.34 -1.56 -0.07
C -1.59 -1.29 -1.78 -0.69
O -1.31 -0.90 -2.93 -0.09
O -1.06 -0.85 -0.70 -0.26
C -2.57 -2.88 2.51 -0.15
C -3.36 -1.74 1.92 -0.02
H -3.68 -2.85 5.75 0.07
H -4.65 -2.40 4.34 0.08
H -3.34 -1.36 4.88 0.08
H -1.91 -4.32 5.52 0.10
H -0.26 -5.55 4.14 0.10
H -0.16 -5.12 1.69 0.11
H -0.78 -2.75 0.12 0.12
H -3.68 -4.87 0.45 0.11
H -5.67 -4.71 -0.99 0.09
H -5.75 -3.04 -2.83 0.09
H -3.78 -1.55 -3.19 0.11
H -4.34 -2.07 1.54 0.09
H -2.82 -1.29 1.09 0.06
H -3.55 -0.97 2.67 0.07
C 3.59 -2.34 -1.82 -0.12
O 3.43 -1.35 -2.82 -0.19
H 3.16 -2.03 -0.86 0.07
H 4.64 -2.58 -1.66 0.08
H 3.07 -3.24 -2.16 0.09
```

- Relative energy (zero: lowest compared OMol25 entry of this formula, charge and spin): 11.4 kcal/mol
- HOMO-LUMO gap: 6.54 eV
- Total charge: -1
- HOMO: -4.36 eV


Formula: C28H49N2O14P
Source: the Open Molecules 2025 dataset
Level of theory: wB97M-V/def2-TZVPD

The geometry in XYZ format:
```
94
Properties=species:S:1:pos:R:3:lowdin_charge:R:1
N 8.03 -0.29 4.05 -0.18
P 8.38 0.32 2.65 0.54
O 9.06 1.77 2.92 -0.16
O 9.43 -0.63 1.87 -0.16
C 6.81 0.38 1.67 -0.23
N 6.93 -0.76 0.69 0.09
C 6.75 -0.31 -0.66 -0.39
O 6.29 -0.93 -1.58 0.13
C 7.24 1.17 -0.60 -0.27
C 8.79 1.31 -0.68 -0.07
C 9.48 0.13 -1.38 -0.16
O 9.02 0.04 -2.74 -0.06
C 8.94 -1.27 -3.16 -0.30
O 9.86 -1.78 -3.75 0.10
C 6.74 1.94 -1.85 -0.11
O 5.35 2.27 -1.79 -0.13
O 5.16 3.66 -1.72 -0.04
C 6.52 1.57 0.69 -0.22
C 6.56 3.02 1.19 -0.03
C 5.33 3.46 1.97 -0.31
O 5.45 4.25 2.88 0.12
C 3.93 2.97 1.63 -0.17
C 3.14 3.56 0.68 -0.03
C 1.90 3.02 0.42 -0.07
C 1.47 1.90 1.07 -0.08
C 2.26 1.30 2.03 -0.07
C 3.50 1.84 2.30 -0.05
H 8.30 0.40 4.75 -0.02
H 9.23 2.28 2.11 0.05
H 10.18 -0.76 2.47 0.09
H 5.98 0.27 2.36 0.11
H 6.07 -1.28 0.87 0.15
H 9.27 1.37 0.30 0.09
H 9.11 2.20 -1.23 0.13
H 9.31 -0.81 -0.84 0.12
H 10.57 0.29 -1.42 0.14
H 8.03 -1.88 -3.00 0.14
H 6.87 1.30 -2.73 0.13
H 7.30 2.87 -2.02 0.13
H 5.47 4.05 -2.55 0.11
H 5.47 1.37 0.43 0.15
H 6.58 3.65 0.28 0.13
H 7.45 3.29 1.77 0.11
H 3.50 4.43 0.14 0.12
H 1.24 3.44 -0.33 0.11
H 0.50 1.45 0.85 0.10
H 1.97 0.40 2.57 0.11
H 4.15 1.37 3.03 0.12
C -3.83 -1.48 -3.56 -0.11
O -3.29 -1.96 -2.34 -0.20
C -1.96 -1.52 -2.10 -0.20
C -1.74 -1.21 -0.63 -0.18
O -2.38 -0.03 -0.18 -0.13
C -3.79 -0.03 -0.06 -0.18
C -4.34 -0.92 1.04 -0.19
O -4.27 -2.28 0.66 -0.21
C -4.00 -3.15 1.74 -0.11
H -3.36 -1.99 -4.41 0.09
H -4.89 -1.69 -3.56 0.09
H -3.69 -0.40 -3.65 0.09
H -1.73 -0.64 -2.69 0.12
H -1.29 -2.34 -2.39 0.13
H -0.67 -1.04 -0.49 0.12
H -2.00 -2.06 0.00 0.12
H -4.26 -0.24 -1.02 0.12
H -4.06 1.00 0.19 0.13
H -5.40 -0.67 1.21 0.11
H -3.78 -0.74 1.96 0.13
H -3.14 -2.80 2.32 0.09
H -3.77 -4.13 1.33 0.09
H -4.88 -3.24 2.39 0.09
C -9.42 -4.00 -1.18 -0.11
O -9.51 -3.00 -0.19 -0.20
C -8.32 -2.25 -0.04 -0.19
C -8.62 -0.79 0.22 -0.18
O -9.11 -0.07 -0.90 -0.12
C -10.43 -0.35 -1.35 -0.18
C -11.53 0.08 -0.41 -0.20
O -11.62 -0.80 0.71 -0.20
C -11.98 -0.14 1.91 -0.11
H -8.78 -4.83 -0.84 0.09
H -10.42 -4.38 -1.36 0.09
H -9.03 -3.59 -2.12 0.09
H -7.68 -2.32 -0.93 0.13
H -7.77 -2.65 0.82 0.13
H -7.68 -0.30 0.48 0.11
H -9.28 -0.66 1.08 0.12
H -10.53 -1.40 -1.63 0.12
H -10.55 0.23 -2.27 0.13
H -12.49 0.04 -0.93 0.13
H -11.35 1.10 -0.08 0.12
H -11.35 0.74 2.08 0.09
H -11.83 -0.84 2.73 0.09
H -13.04 0.15 1.88 0.09
```

- Relative energy (zero: lowest compared OMol25 entry of this formula, charge and spin): 0.0 kcal/mol
- HOMO-LUMO gap: 9.12 eV
- Total charge: 0
- SMILES string: N=P(O)(O)[C@@H]1NC(=O)[C@@](CCOC=O)(COO)[C@@H]1CC(=O)c1ccccc1.COCCOCCOC.COCCOCCOC
- HOMO: -8.97 eV


Formula: C3H3NS
Source: the Open Molecules 2025 dataset
Level of theory: wB97M-V/def2-TZVPD

The geometry in XYZ format:
```
8
Properties=species:S:1:pos:R:3:lowdin_charge:R:1
C 0.37 0.45 -0.78 -0.72
C 0.07 -0.70 0.13 -0.31
C -0.28 0.01 1.23 -0.27
H 0.57 1.62 -0.40 0.13
H -0.77 -1.27 -0.32 0.13
H 0.85 -1.45 0.63 0.18
N -0.95 0.93 1.87 0.14
S 0.14 0.40 -2.36 0.71
```

- Relative energy (zero: lowest compared OMol25 entry of this formula, charge and spin): 62.0 kcal/mol
- HOMO-LUMO gap: 8.44 eV
- Total charge: 0
- SMILES string: N#CCC=S
- HOMO: -9.34 eV


Formula: C3H3FS2
Source: the Open Molecules 2025 dataset
Level of theory: wB97M-V/def2-TZVPD

The geometry in XYZ format:
```
9
Properties=species:S:1:pos:R:3:lowdin_charge:R:1
C 0.31 -0.05 -0.03 -0.29
C 0.00 1.20 -0.02 0.26
C 1.66 -0.52 0.10 -0.64
F -2.68 -0.85 -0.30 -0.69
S 2.10 -2.12 -0.10 0.70
S -3.33 0.66 0.08 0.44
H -0.40 -0.78 0.04 0.06
H -0.11 2.24 -0.29 0.07
H 2.45 0.22 0.53 0.10
```

- Relative energy (zero: lowest compared OMol25 entry of this formula, charge and spin): 137.8 kcal/mol
- HOMO-LUMO gap (alpha / beta): 5.57 / 5.56 eV
- Total charge: 0
- HOMO (alpha / beta): -8.42 / -8.42 eV


Formula: C5H9N3
Source: the Open Molecules 2025 dataset
Level of theory: wB97M-V/def2-TZVPD

The geometry in XYZ format:
```
17
Properties=species:S:1:pos:R:3:lowdin_charge:R:1
C 2.37 -1.74 -0.25 -0.18
C 0.98 -1.18 -0.51 -0.21
C 0.86 -0.02 0.22 -0.11
C -1.40 0.76 -0.77 -0.21
C -1.70 1.49 1.92 -0.04
H 2.58 -2.79 -0.97 0.12
H 2.36 -1.63 1.03 0.13
H 3.10 -0.81 -0.82 0.13
H 0.24 -1.54 -1.30 0.10
H 1.25 0.37 1.14 0.10
H -2.71 1.16 -0.73 0.19
H -1.67 0.39 -2.73 0.07
H -2.74 0.88 1.51 0.13
H -1.67 2.36 2.62 0.06
N -0.45 0.65 0.25 -0.23
N -0.90 0.13 -1.94 -0.03
N -0.49 1.52 1.33 -0.02
```

- Relative energy (zero: lowest compared OMol25 entry of this formula, charge and spin): 195.7 kcal/mol
- HOMO-LUMO gap: 8.31 eV
- Total charge: 0
- HOMO: -7.73 eV


Formula: C24H36HfN9O2S
Source: the Open Molecules 2025 dataset
Level of theory: wB97M-V/def2-TZVPD

The geometry in XYZ format:
```
73
Properties=species:S:1:pos:R:3:lowdin_charge:R:1
Hf -0.35 0.52 -1.05 1.62
N -0.99 2.81 -1.65 -0.03
C -0.17 3.42 -2.71 -0.20
C 0.35 2.33 -3.64 -0.15
N 0.92 1.19 -2.86 -0.25
C 0.82 -0.03 -3.73 -0.19
C 1.18 -1.24 -2.98 -0.29
N -1.85 -0.45 -1.98 -0.16
C 2.37 1.37 -2.52 -0.14
C 2.56 1.94 -1.13 -0.19
N 1.78 1.15 -0.18 -0.04
H -1.98 2.77 -1.90 0.11
H -0.93 3.32 -0.77 0.07
H 0.68 3.92 -2.26 0.11
H -0.68 4.18 -3.28 0.12
H 1.17 2.69 -4.30 0.14
H -0.46 1.98 -4.27 0.13
H 1.49 0.06 -4.59 0.14
H -0.21 -0.06 -4.10 0.11
H 2.25 -1.38 -3.07 0.09
H 0.77 -2.08 -3.48 0.11
H -1.87 -1.42 -2.26 0.01
H -2.80 -0.10 -1.85 -0.01
H 2.88 2.02 -3.22 0.13
H 2.78 0.37 -2.59 0.12
H 2.28 2.99 -1.07 0.11
H 3.65 1.87 -0.91 0.14
H 1.72 1.64 0.72 0.10
H 2.22 0.26 0.02 0.10
N -3.43 -3.63 4.13 0.13
C -3.37 -2.43 3.48 -0.32
C -4.14 -2.18 2.35 -0.01
C -3.98 -0.99 1.65 -0.05
C -3.11 -0.01 2.10 -0.30
C -2.50 -0.16 3.32 -0.08
C -2.59 -1.37 3.97 -0.02
S -2.76 1.40 1.09 0.63
O -3.19 2.60 1.77 -0.27
O -3.22 1.08 -0.25 -0.37
N -1.15 1.55 0.84 -0.27
C -0.48 2.32 1.77 -0.55
N -0.01 3.47 1.30 0.11
C 0.40 4.40 2.17 -0.08
C 0.41 4.14 3.55 -0.02
C 0.14 2.81 3.89 -0.08
N -0.33 1.89 3.02 0.13
H -3.96 -4.38 3.75 0.10
H -2.83 -3.78 4.92 0.11
H -4.78 -2.94 1.94 0.11
H -4.42 -0.84 0.72 0.10
H -1.92 0.63 3.74 0.08
H -1.99 -1.51 4.84 0.11
H 0.74 5.31 1.72 0.11
H 0.82 4.82 4.30 0.11
H 0.28 2.46 4.91 0.12
C 0.10 -1.23 1.10 -0.09
C 1.17 -2.12 0.60 -0.25
C 1.83 -2.86 1.55 -0.06
C 2.79 -3.76 1.13 -0.09
C 3.02 -3.89 -0.22 -0.07
C 2.37 -3.22 -1.25 -0.18
C 2.55 -3.75 -2.65 -0.06
C 1.47 -2.19 -0.78 -0.17
N 0.83 -1.21 -1.59 -0.15
H -0.28 -1.54 2.09 0.10
H -0.84 -1.27 0.46 0.08
H 0.33 -0.16 1.28 0.04
H 1.58 -2.73 2.62 0.13
H 3.44 -4.33 1.82 0.12
H 3.73 -4.68 -0.52 0.12
H 2.98 -4.72 -2.59 0.07
H 3.16 -3.15 -3.36 0.09
H 1.56 -3.89 -3.07 0.08
```

- Relative energy (zero: lowest compared OMol25 entry of this formula, charge and spin): 11.4 kcal/mol
- HOMO-LUMO gap: 7.82 eV
- Total charge: +1
- HOMO: -9.91 eV


Formula: C41H52CsN6PSSe2
Source: the Open Molecules 2025 dataset
Level of theory: wB97M-V/def2-TZVPD

The geometry in XYZ format:
```
104
Properties=species:S:1:pos:R:3:lowdin_charge:R:1
Cs -1.34 -1.03 -1.18 1.00
S -1.54 -2.61 1.40 0.39
C -2.72 -1.40 1.76 -0.91
N -3.57 -1.46 2.75 0.04
N -3.51 -2.56 3.50 -0.03
C -4.10 -2.61 4.75 -0.24
C -3.82 -3.68 5.60 -0.04
C -4.37 -3.73 6.86 -0.11
C -5.21 -2.72 7.31 -0.12
C -5.51 -1.66 6.46 -0.10
C -4.96 -1.60 5.19 -0.03
N -2.67 -0.22 1.04 -0.20
N -3.66 0.54 1.12 0.07
C -3.54 1.80 0.53 -0.26
C -2.96 2.07 -0.71 -0.05
C -2.91 3.37 -1.19 -0.08
C -3.41 4.42 -0.44 -0.09
C -4.00 4.16 0.79 -0.08
C -4.09 2.86 1.26 -0.02
H -2.80 -3.24 3.23 0.04
H -3.16 -4.48 5.25 0.11
H -4.14 -4.56 7.52 0.10
H -5.63 -2.76 8.30 0.09
H -6.17 -0.87 6.79 0.10
H -5.18 -0.79 4.51 0.10
H -2.59 1.25 -1.31 0.00
H -2.48 3.56 -2.17 0.09
H -3.36 5.43 -0.82 0.10
H -4.41 4.97 1.38 0.10
H -4.55 2.63 2.21 0.11
Se -0.79 -2.74 -4.79 0.64
Se -2.67 -1.41 -4.96 0.65
C -1.84 0.32 -4.76 -0.68
C -1.94 1.24 -5.79 -0.09
C -1.32 2.47 -5.64 -0.05
C -0.62 2.72 -4.46 -0.05
C -0.60 1.74 -3.48 -0.17
N -1.19 0.56 -3.63 -0.09
C -1.49 -4.11 -3.61 -0.68
C -1.83 -5.35 -4.14 -0.10
C -2.32 -6.31 -3.26 -0.06
C -2.44 -6.00 -1.92 -0.04
C -2.07 -4.73 -1.49 -0.14
N -1.61 -3.80 -2.33 -0.07
H -2.49 0.98 -6.69 0.10
H -1.37 3.21 -6.42 0.11
H -0.11 3.66 -4.31 0.11
H -0.10 1.90 -2.53 0.08
H -1.70 -5.53 -5.19 0.10
H -2.60 -7.29 -3.63 0.11
H -2.82 -6.72 -1.21 0.11
H -2.14 -4.44 -0.45 0.04
C 4.04 4.39 -1.32 -0.20
C 3.31 4.39 0.04 -0.18
C 2.33 3.21 0.15 -0.21
C 2.85 1.97 -0.59 -0.44
C 2.95 2.29 -2.11 -0.21
C 3.13 3.79 -2.38 -0.20
P 1.71 0.51 -0.31 1.06
C 1.66 0.28 1.54 -0.43
C 0.45 1.03 2.13 -0.23
C 0.13 0.48 3.53 -0.18
C 1.41 0.21 4.34 -0.19
C 2.58 1.03 3.79 -0.20
C 2.93 0.54 2.38 -0.20
C 2.74 -0.96 -0.83 -0.44
C 2.59 -1.19 -2.34 -0.23
C 3.50 -2.34 -2.77 -0.19
C 4.98 -1.93 -2.64 -0.19
C 5.17 -0.83 -1.59 -0.20
C 4.23 -1.02 -0.40 -0.18
H 4.95 3.79 -1.25 0.11
H 4.34 5.40 -1.58 0.11
H 2.75 5.32 0.15 0.11
H 4.04 4.35 0.85 0.11
H 1.35 3.48 -0.25 0.12
H 2.18 2.97 1.21 0.08
H 3.85 1.74 -0.21 0.10
H 2.06 1.93 -2.63 0.07
H 3.80 1.75 -2.54 0.09
H 2.17 4.30 -2.36 0.11
H 3.56 3.93 -3.38 0.11
H 1.40 -0.79 1.62 0.10
H -0.41 0.90 1.48 0.07
H 0.65 2.10 2.20 0.10
H -0.44 -0.45 3.42 0.09
H -0.52 1.19 4.05 0.11
H 1.67 -0.85 4.28 0.11
H 1.25 0.45 5.40 0.10
H 3.45 0.92 4.44 0.11
H 2.32 2.09 3.78 0.11
H 3.50 -0.39 2.47 0.11
H 3.59 1.27 1.90 0.09
H 2.22 -1.78 -0.34 0.11
H 2.86 -0.30 -2.91 0.10
H 1.55 -1.42 -2.57 0.07
H 3.28 -2.64 -3.80 0.11
H 3.29 -3.20 -2.13 0.11
H 5.36 -1.58 -3.61 0.11
H 5.58 -2.81 -2.37 0.11
H 4.99 0.15 -2.04 0.09
H 6.21 -0.82 -1.25 0.11
H 4.45 -0.28 0.36 0.08
H 4.44 -2.00 0.04 0.12
```

- Relative energy (zero: lowest compared OMol25 entry of this formula, charge and spin): 15.0 kcal/mol
- HOMO-LUMO gap: 5.74 eV
- Total charge: 0
- HOMO: -6.31 eV


Formula: C5H15NO2
Source: the Open Molecules 2025 dataset
Level of theory: wB97M-V/def2-TZVPD

The geometry in XYZ format:
```
23
Properties=species:S:1:pos:R:3:lowdin_charge:R:1
C 1.76 -0.39 2.24 -0.10
C 1.63 -1.20 0.87 -0.25
C 0.65 -0.53 -0.04 -0.15
C -0.63 -0.44 0.31 -0.20
N -1.62 0.45 -0.08 -0.09
C -2.91 0.22 0.56 -0.12
H 1.84 0.64 1.93 0.05
H 0.80 -0.54 2.69 0.05
H 2.54 -0.71 2.92 0.06
H 1.25 -2.19 1.22 0.10
H 2.65 -1.40 0.59 0.09
H 0.94 0.10 -0.89 0.07
H -0.96 -1.22 1.04 0.13
H -1.35 1.41 -0.19 0.12
H -3.77 0.75 0.15 0.08
H -2.86 0.51 1.62 0.08
H -3.09 -0.85 0.43 0.08
H 1.94 2.22 -0.82 0.03
H 1.83 2.61 -2.25 0.06
O 1.35 2.09 -1.57 -0.07
H -1.14 -0.57 -4.19 0.03
H -0.27 -0.07 -3.09 0.01
O -0.59 -0.89 -3.46 -0.06
```

- Relative energy (zero: lowest compared OMol25 entry of this formula, charge and spin): 49.0 kcal/mol
- HOMO-LUMO gap: 7.94 eV
- Total charge: 0
- SMILES string: CC/C=C/NC.O.O
- HOMO: -7.43 eV


no.,energy (Eh)
1,-12004.8302
2,-2600.3107
3,-568.9187
4,-1012.0957
5,-359.8854
6,-2025.5522
7,-7484.5612
8,-404.6770